Entry 1:
This record from the OMol25 dataset describes a 2-piece molecular cluster, C3H9BS overall at a distorted geometry. The level of theory is wB97M-V/def2-TZVPD.

```
14
Properties=species:S:1:pos:R:3
B -0.43 -0.30 0.25
C -1.01 0.97 0.94
C 2.10 -0.96 2.00
C -0.96 -0.10 -2.60
S -0.39 -1.19 -1.24
H -0.27 1.32 1.64
H -1.93 0.89 1.47
H -1.11 1.83 0.19
H 2.30 -1.94 2.46
H 2.27 -0.01 2.42
H 2.42 -1.10 0.94
H -2.02 -0.12 -2.91
H -0.26 -0.18 -3.41
H -0.71 0.88 -2.14
```

Output
- total charge = 0
- relative energy (zero: lowest compared OMol25 entry of this formula, charge and spin) (kcal per mole) = 98.7
- frontier orbital gap (spin up / spin down) (eV) = 9.03 / 7.20

natural (NBO) atomic charge list, values in e, 4 entries:
1 B 0.441
2 C -1.077
3 C -0.567
4 C -0.751

---

Entry 2:
This record from the OMol25 dataset describes a 5-piece molecular cluster, H8IO4 overall. The level of theory is wB97M-V/def2-TZVPD.

```
13
Properties=species:S:1:pos:R:3
I -1.66 -0.32 0.83
O 1.85 -1.14 1.72
H 2.04 -0.33 2.21
H 0.88 -1.10 1.59
O -0.45 0.92 -2.34
H -1.00 0.69 -1.57
H 0.39 0.49 -2.16
O 0.26 -2.66 -1.32
H -0.22 -2.01 -0.76
H -0.06 -3.51 -1.01
O -0.30 3.08 1.03
H -0.75 2.23 1.17
H -0.98 3.64 0.62
```

Output
- total charge = -1
- relative energy (zero: lowest compared OMol25 entry of this formula, charge and spin) (kcal per mole) = 4.9
- frontier orbital gap (eV) = 8.33

natural (NBO) atomic charge list, values in e, 4 entries:
1 I -0.932
2 O -0.969
3 H 0.459
4 H 0.494

---

Entry 3:
This record from the OMol25 dataset describes C33H48CoN5O3Si as an isolated structure at a distorted geometry. The level of theory is wB97M-V/def2-TZVPD.

```
91
Properties=species:S:1:pos:R:3
Co -0.29 -1.35 -0.95
C -0.24 5.65 -3.05
C -0.17 4.39 -2.17
C 0.13 4.65 -0.83
C 0.72 3.66 0.04
C 1.75 4.20 0.86
N 2.60 3.60 1.69
C 2.90 3.87 3.08
C 3.09 2.45 3.77
C 1.73 1.70 3.80
N 1.68 0.50 3.03
C 1.81 -0.69 3.61
C 1.39 -1.92 3.15
C 1.74 -3.01 4.02
C 1.03 -4.19 4.04
C 1.33 -5.19 5.10
C 0.16 -4.42 2.97
C 0.02 -3.48 1.93
C -0.75 -3.85 0.83
N -1.15 -3.13 -0.22
C -2.03 -4.02 -1.02
C -2.68 -3.33 -2.22
C -1.76 -2.64 -3.25
N -1.13 -1.36 -2.72
C -1.42 -0.21 -3.28
C -0.71 1.92 -2.19
C -0.32 3.13 -2.75
C 0.36 2.27 -0.10
O 1.15 1.37 0.30
C 0.58 -2.17 1.97
O 0.47 -1.38 0.97
H 0.79 6.14 -2.98
H -1.00 6.38 -2.72
H -0.49 5.55 -4.13
H 0.15 5.67 -0.47
H 1.67 5.30 0.81
H 3.04 2.76 1.36
H 2.07 4.43 3.51
H 3.74 4.64 3.15
H 3.51 2.51 4.78
H 3.86 1.99 3.16
H 0.99 2.34 3.32
H 1.36 1.50 4.79
H 1.54 0.56 2.01
H 2.36 -0.75 4.53
H 2.55 -2.90 4.78
H 2.25 -5.75 4.82
H 0.53 -5.91 5.26
H 1.42 -4.68 6.06
H -0.41 -5.32 2.82
H -0.99 -4.93 0.83
H -2.80 -4.45 -0.33
H -1.38 -4.89 -1.32
H -3.43 -2.59 -1.88
H -3.10 -4.12 -2.82
H -2.34 -2.50 -4.15
H -0.91 -3.29 -3.47
H -2.14 -0.03 -4.02
H 0.02 3.04 -3.77
C 1.58 -3.33 -2.92
Si 1.63 -1.65 -2.16
C 3.05 -1.78 -0.91
C 2.37 -0.43 -3.44
H 2.66 -3.72 -3.12
H 1.01 -3.46 -3.89
H 1.08 -4.04 -2.21
H 3.98 -1.58 -1.42
H 2.99 -2.84 -0.63
H 2.95 -1.19 0.02
H 3.28 -0.89 -3.86
H 2.55 0.54 -2.97
H 1.76 -0.11 -4.30
O -0.54 0.81 -2.97
C -1.03 1.80 -0.71
C -2.13 2.75 -0.15
C -3.44 2.90 -0.91
C -4.43 1.75 -1.00
C -3.81 0.34 -1.14
C -2.79 -0.01 -0.08
N -1.38 0.46 -0.20
H -1.63 3.79 -0.22
H -2.39 2.49 0.87
H -3.20 3.22 -1.93
H -4.00 3.74 -0.40
H -5.06 1.94 -1.93
H -5.18 1.75 -0.21
H -3.36 0.11 -2.14
H -4.56 -0.43 -1.07
H -2.68 -1.11 0.10
H -3.24 0.30 0.89
H -0.89 0.19 0.68
```

Output
- total charge = +1
- relative energy (zero: lowest compared OMol25 entry of this formula, charge and spin) (kcal per mole) = 100.1
- spin multiplicity = 4
- frontier orbital gap (spin up / spin down) (eV) = 3.83 / 7.17

Mulliken atomic charge list, values in e, 4 entries:
1 Co 0.541
2 C -1.790
3 C 1.011
4 C -2.516

---

Entry 4:
This record from the OMol25 dataset describes an isolated ion of composition C3H5N6S and charge -1 at a distorted geometry. The level of theory is wB97M-V/def2-TZVPD.

```
15
Properties=species:S:1:pos:R:3
C 1.49 0.28 -0.19
C -0.59 -0.79 0.16
C 0.12 2.16 0.15
N 1.24 1.60 -0.18
N 0.74 -0.74 0.23
N -0.74 2.82 0.56
N -1.26 0.01 -0.60
N 2.79 -0.02 -0.64
N -1.17 -1.86 0.77
S -2.98 -0.09 -0.44
H -2.87 0.94 0.35
H 3.17 0.76 -1.09
H 2.95 -0.72 -1.33
H -2.16 -1.95 0.86
H -0.72 -2.41 1.40
```

Output
- total charge = -1
- relative energy (zero: lowest compared OMol25 entry of this formula, charge and spin) (kcal per mole) = 0.0
- SMILES = N#C/N=C(/N)[N-]/C(N)=N/S
- frontier orbital gap (eV) = 7.59

natural (NBO) atomic charge list, values in e, 4 entries:
1 C 0.648
2 C 0.569
3 C 0.479
4 N -0.706

---

Entry 5:
This record from the OMol25 dataset describes an isolated molecule of C3H5NO3 at a distorted geometry. The level of theory is wB97M-V/def2-TZVPD.

```
12
Properties=species:S:1:pos:R:3
C -0.32 -1.29 0.56
C -0.21 -0.11 -0.39
C 1.32 0.41 -0.08
N -1.23 0.90 -0.19
O -2.13 0.95 -0.96
O -1.16 1.50 0.83
O -0.03 -2.44 0.32
H -0.61 -0.87 1.54
H -0.42 -0.57 -1.46
H 1.93 -0.37 -0.54
H 1.42 0.40 0.95
H 1.45 1.49 -0.58
```

Output
- total charge = 0
- relative energy (zero: lowest compared OMol25 entry of this formula, charge and spin) (kcal per mole) = 118.0
- SMILES = C[C@@H](C=O)[N+](=O)[O-]
- frontier orbital gap (eV) = 10.79

natural (NBO) atomic charge list, values in e, 4 entries:
1 C 0.434
2 C -0.232
3 C -0.584
4 N 0.534

---

Entry 6:
This record from the OMol25 dataset describes a 8-piece molecular cluster, C5H29N2O7S overall at a distorted geometry. The level of theory is wB97M-V/def2-TZVPD.

```
44
Properties=species:S:1:pos:R:3
N -0.22 2.00 -1.39
C -1.00 0.82 -0.83
C -2.50 0.95 -1.22
S -3.38 2.00 -0.02
C -0.41 -0.51 -1.32
N 1.07 -0.42 -1.10
C 1.85 -1.03 -2.26
C 2.51 0.15 -2.93
H 0.44 2.20 -0.62
H -0.80 2.81 -1.57
H 0.21 1.65 -2.24
H -0.93 0.77 0.29
H -3.02 0.02 -1.11
H -2.65 1.41 -2.19
H -3.71 1.08 0.93
H -0.58 -0.62 -2.39
H -0.93 -1.37 -0.90
H 1.35 -0.88 -0.23
H 1.06 -1.59 -2.86
H 2.56 -1.82 -1.90
H 3.03 0.63 -2.11
H 3.24 -0.13 -3.69
H 1.74 0.88 -3.25
H 1.54 4.70 0.31
H 0.02 4.74 0.86
O 0.63 4.40 0.20
H 2.68 -2.98 2.58
H 3.48 -1.91 3.61
O 2.73 -2.17 3.06
H 2.10 1.24 2.66
H 2.74 1.65 3.98
O 1.95 1.80 3.43
H -2.46 -3.68 0.81
H -2.25 -2.25 0.95
O -2.81 -2.86 0.42
H -1.17 -3.69 -2.53
H -2.17 -3.38 -1.30
O -1.73 -3.04 -2.10
H -0.57 -2.32 2.47
H -0.96 -0.80 2.79
O -1.31 -1.70 2.58
H 0.33 1.00 3.29
H -1.08 1.46 3.66
O -0.61 0.78 3.17
```

Output
- total charge = +1
- relative energy (zero: lowest compared OMol25 entry of this formula, charge and spin) (kcal per mole) = 55.4
- frontier orbital gap (eV) = 9.45

natural (NBO) atomic charge list, values in e, 4 entries:
1 N -0.688
2 C -0.076
3 C -0.543
4 S -0.055